Entry 1:
Molecular formula: C4H17NOPTc
Method: DFT, ωB97M-V/def2-TZVPD

Properties
Spin multiplicity: 4
⟨S²⟩: 3.766
F_max (hartree/bohr): 0.0752
Total energy (eV): -19439.6240
Lowest unoccupied orbital energy (spin up / spin down) (eV): -3.45 / -3.24
Net charge: +1
M (g mol⁻¹): 224.16
Energy above the lowest of the compared OMol25 structures with the same formula, charge and spin (kJ/mol): 137.7
HOMO (spin up / spin down) (eV): -10.290 / -11.061

Last column: natural (NBO) charge in e.
Element x y z (Å)
Tc 0.63425 -1.08542 -0.95154  0.74
P 0.62816 0.38926 1.56805  1.94
O 1.03086 0.51680 0.08887  -1.10
N 0.97217 0.33298 -2.40076  -1.01
C 1.94095 1.21262 2.42159  -1.03
C -2.23564 -1.11504 -3.40296  -0.87
C -0.90889 1.15329 1.88564  -1.08
C 0.43131 -1.25154 2.20046  -1.09
H -2.54984 -2.17696 -3.12641  0.23
H 1.38730 -1.82951 2.27840  0.28
H 1.90124 0.68989 -2.42716  0.39
H -3.14114 -0.45893 -3.60597  0.24
H -1.75079 0.66928 1.37389  0.29
H 0.00078 -1.37274 3.21635  0.30
H 0.43897 1.19850 -2.26126  0.41
H -0.88125 -0.84835 -0.81652  -0.10
H 0.76774 0.06880 -3.36882  0.41
H 2.02470 2.24769 2.05934  0.28
H -1.33245 1.19625 2.91130  0.29
H 1.87637 1.28937 3.51241  0.27
H -1.54611 -0.73873 -2.45939  0.19
H -0.27089 -1.88742 1.61904  0.28
H -1.40606 -1.14936 -4.13120  0.20
H 2.90732 0.72998 2.22619  0.27
H -0.91906 2.21928 1.59046  0.28



Entry 2:
Molecular formula: C4H18F3O9Y2
Method: DFT, ωB97M-V/def2-TZVPD

Properties
F_max (hartree/bohr): 0.0930
Total energy (eV): -33080.8919
Lowest unoccupied orbital energy (eV): -12.48
Net charge: +3
M (g mol⁻¹): 444.98
Energy above the lowest of the compared OMol25 structures with the same formula, charge and spin (kJ/mol): 174.0
HOMO (eV): -16.793

Last column: Löwdin charge in e.
Element x y z (Å)
Y 0.95158 2.92706 3.24650  1.98
Y -1.51755 1.30622 0.95206  2.00
F -1.34767 -3.29018 0.45355  0.13
F -1.71262 -3.92419 -1.52449  0.22
F -2.95870 -2.41947 -0.68704  0.12
O -1.23859 2.77294 2.73997  -0.49
O 2.21266 -1.55227 0.02923  -0.01
O 0.65884 1.39329 1.50356  -0.48
O 1.11355 4.23006 1.14378  -0.05
O 3.39267 1.00951 0.62584  -0.03
O 3.05317 1.29961 3.39697  -0.06
O -1.54753 -1.06867 -2.51839  -0.10
O 0.47114 0.71714 4.20593  -0.07
O -0.57494 -0.45052 -0.50778  -0.32
C -2.18815 -1.87814 -3.53611  -0.22
C -2.48089 -0.96797 -4.80751  -0.04
C -1.68432 -2.85953 -0.78568  -0.56
C -0.87392 -1.55839 -1.33251  -0.33
H -3.13411 -1.55606 -5.45215  0.08
H 3.33107 0.71277 2.69368  0.05
H -1.51527 -0.83751 -5.29603  0.07
H 1.78680 -2.14497 0.64856  0.07
H 0.31193 4.13344 0.62967  0.07
H -3.16433 -2.25082 -3.22580  0.11
H 0.12103 -1.89189 -1.62737  0.15
H 1.28030 0.66535 1.30754  0.01
H -2.02238 3.31768 2.94844  0.06
H 3.81052 1.35089 3.98008  0.10
H -0.16629 0.11188 3.82703  0.08
H 3.19722 0.07568 0.54839  0.01
H -1.66533 -2.75751 -3.91224  0.12
H 1.64916 4.84308 0.64025  0.12
H 2.79100 1.43225 0.01305  0.05
H 1.11563 0.15159 4.63139  0.10
H 1.49601 -1.03757 -0.34188  0.00
H -2.95163 -0.00483 -4.61038  0.07



Entry 3:
Molecular formula: C4H18HfO14S2
Method: DFT, ωB97M-V/def2-TZVPD

Properties
F_max (hartree/bohr): 0.1490
Total energy (eV): -56082.1764
Lowest unoccupied orbital energy (eV): 3.91
Net charge: -2
M (g mol⁻¹): 532.80
Energy above the lowest of the compared OMol25 structures with the same formula, charge and spin (kJ/mol): 479.0
HOMO (eV): 0.984

Last column: natural (NBO) charge in e.
Element x y z (Å)
Hf 0.09658 -0.35436 0.30955  2.55
S -0.56767 -2.43944 2.42396  2.63
S -2.08120 -3.03112 -0.81173  2.60
O 2.38806 -0.71113 1.47067  -0.90
O -1.80751 1.18186 0.13856  -0.93
O 0.37761 -2.39543 1.32292  -1.11
O -0.28120 0.01207 -2.17538  -0.91
O -1.48610 -4.22710 -0.26863  -1.09
O -1.25190 -1.85407 -0.52826  -1.11
O -1.07432 -1.12183 2.11519  -1.09
O 0.35619 1.03334 2.29790  -0.92
O 1.59302 -1.79458 -1.08904  -0.90
O -1.57041 -3.50241 2.33222  -0.94
O -2.44231 -3.13021 -2.22657  -1.07
O -3.15834 -3.18545 0.16501  -1.06
O 0.12829 -2.53761 3.73136  -1.08
O 1.61937 1.37111 -0.43727  -0.96
C 3.87797 2.62394 -0.19660  -0.64
C -3.83772 1.53814 -1.24100  -0.63
C 2.74067 1.98683 -1.03950  -0.02
C -2.95222 1.94793 -0.05763  -0.02
H 1.55539 -2.36344 -1.85793  0.51
H 3.64462 3.47230 0.44678  0.19
H 2.48247 -1.90417 -0.75273  0.48
H -4.11889 0.48741 -1.31166  0.24
H -4.79468 2.05390 -1.32035  0.17
H -3.57224 1.81667 0.82918  0.13
H 0.24500 0.58022 3.13369  0.52
H 2.90103 -0.05070 1.93642  0.49
H -0.47127 -0.37390 -3.03045  0.50
H 3.19145 1.20776 -1.65427  0.13
H -3.46753 1.87450 -2.20947  0.17
H 4.75839 2.79302 -0.81658  0.19
H 2.33832 2.72964 -1.72829  0.13
H 2.96945 -1.46928 1.41215  0.49
H -0.20812 0.95096 -2.34676  0.49
H 0.49574 1.94932 2.53821  0.49
H -2.68358 3.00397 -0.03084  0.11
H 4.06759 1.83131 0.52720  0.19



Entry 4:
Molecular formula: C4H18N2O3
Method: DFT, ωB97M-V/def2-TZVPD

Properties
Spin multiplicity: 2
⟨S²⟩: 0.754
F_max (hartree/bohr): 0.0711
Total energy (eV): -13551.9290
Lowest unoccupied orbital energy (spin up / spin down) (eV): -2.97 / -3.04
Net charge: +1
M (g mol⁻¹): 142.20
Energy above the lowest of the compared OMol25 structures with the same formula, charge and spin (kJ/mol): 47.9
HOMO (spin up / spin down) (eV): -6.181 / -11.265

Last column: natural (NBO) charge in e.
Element x y z (Å)
O 0.37976 -0.70408 -3.57263  -0.98
O 1.88784 2.88273 1.97664  -1.01
O 0.90718 -3.74387 -0.36940  -1.01
N -0.75973 2.86288 1.11119  -0.71
N 0.31282 -1.37763 -0.89395  -0.71
C -1.45215 -1.45431 0.87921  -0.68
C -0.51864 -0.78941 0.16395  -0.10
C -1.33983 1.44140 1.05085  -0.22
C -0.30216 0.69177 0.16826  -0.45
H -0.30773 1.15135 -0.90932  0.13
H 0.69748 0.92874 0.60321  0.20
H 0.21668 -4.13222 0.14928  0.51
H 1.82277 3.38023 2.78996  0.50
H -0.07039 3.02625 1.88229  0.47
H 1.15951 -1.75243 -0.43626  0.46
H -1.55691 3.51029 1.02149  0.44
H 2.74452 2.61797 1.62822  0.52
H -2.34136 1.43384 0.72023  0.23
H 0.59005 -0.57897 -1.56019  0.43
H -0.27974 -2.00781 -1.43060  0.41
H -0.22975 3.05789 0.18226  0.44
H 0.90907 -0.16552 -4.14797  0.49
H 1.77623 -4.17735 -0.48852  0.51
H -1.46481 -2.52818 0.80166  0.19
H -2.22664 -1.03259 1.58593  0.21
H -1.19790 1.01125 2.01914  0.23
H -0.50162 -0.80179 -3.95390  0.49



Entry 5:
Molecular formula: C4H18N2O5
Method: DFT, ωB97M-V/def2-TZVPD

Properties
F_max (hartree/bohr): 0.0418
Total energy (eV): -17657.5750
Lowest unoccupied orbital energy (eV): 0.52
Net charge: 0
Structure (SMILES): CN[C@H](C)C(N)=O.O.O.O.O
M (g mol⁻¹): 174.20
Energy above the lowest of the compared OMol25 structures with the same formula, charge and spin (kJ/mol): 172.9
HOMO (eV): -9.344

Last column: natural (NBO) charge in e.
Element x y z (Å)
O -2.16017 1.70036 0.39663  -0.63
O 2.04088 -2.24065 -1.59525  -0.97
O 0.86025 -0.70415 -3.98660  -0.92
O -1.87751 -0.69599 2.34108  -1.00
O 1.08937 -1.95520 2.71109  -0.94
N -0.34290 -0.38301 -0.03834  -0.68
N -0.62278 3.31861 0.15758  -0.84
C 1.16088 1.06078 1.27228  -0.61
C -1.02262 -0.55795 -1.30279  -0.44
C 0.16070 0.98320 0.07934  -0.14
C -0.98928 1.98995 0.26815  0.67
H 0.71295 1.20846 -0.83304  0.21
H 1.24061 -2.79431 2.22430  0.47
H -0.98073 -0.66699 0.69782  0.41
H 1.98523 -3.17991 -1.80207  0.48
H -1.23408 -1.54419 -1.71358  0.20
H 2.08085 0.58853 0.91116  0.23
H 0.86897 -0.22514 -3.15097  0.46
H -2.04653 -0.14852 -1.40882  0.20
H -0.49025 -0.05548 -2.10172  0.18
H 0.48767 -1.50346 2.11085  0.47
H -2.47441 0.00580 2.03368  0.52
H 0.82404 0.37157 2.03805  0.22
H 0.26641 3.62358 0.48595  0.39
H -1.59464 -0.78173 3.24488  0.50
H -1.35302 4.01155 0.06068  0.40
H 1.40180 2.06084 1.60889  0.20
H 1.30488 -1.90676 -1.06451  0.49
H 0.70344 -1.57981 -3.64473  0.47



Entry 6:
Molecular formula: C4H18N2O5
Method: DFT, ωB97M-V/def2-TZVPD

Properties
F_max (hartree/bohr): 0.0909
Total energy (eV): -17657.4481
Lowest unoccupied orbital energy (eV): 0.67
Net charge: 0
Structure (SMILES): NCCNCC=O.O.O.O.O
M (g mol⁻¹): 174.20
Energy above the lowest of the compared OMol25 structures with the same formula, charge and spin (kJ/mol): 185.2
HOMO (eV): -9.664

Last column: natural (NBO) charge in e.
Element x y z (Å)
O 1.83607 1.82423 0.50682  -0.98
O 1.98713 -0.06082 -1.40044  -1.00
O 2.02010 -2.13698 0.28896  -0.98
O -1.10055 2.46987 1.48500  -0.99
O 1.50263 -0.25689 2.21444  -0.61
N -0.59869 -0.24201 0.47036  -0.66
N -0.70935 0.53264 -2.56943  -0.88
C -1.73650 0.74095 -1.48436  -0.23
C 0.86804 -1.27696 2.14922  0.51
C -1.70048 -0.44620 -0.51619  -0.23
C -0.40489 -1.42637 1.31072  -0.33
H 1.17982 -2.20265 2.75691  0.13
H 1.89847 -1.41467 -0.40734  0.51
H 0.22535 -0.06734 -0.02887  0.38
H 1.22051 0.12182 -1.96124  0.50
H 2.13666 0.69052 -0.83896  0.51
H -0.79230 1.56674 1.35884  0.50
H -1.43948 1.74148 -0.94078  0.23
H 2.89799 -2.22761 0.46998  0.47
H 1.78290 1.16464 1.23205  0.51
H -0.92036 -0.28475 -3.15902  0.36
H -1.24930 -1.50633 1.98610  0.21
H -2.67437 -0.47909 0.00384  0.19
H -2.02569 2.39862 1.85315  0.47
H -0.33589 -2.37736 0.77976  0.21
H 1.13758 2.37301 0.60085  0.48
H -2.71384 0.83071 -1.93491  0.18
H -0.64767 1.36416 -3.17103  0.37
H -1.64389 -1.41339 -1.05442  0.18



Please write out number 5 again, unchanged.
Molecular formula: C4H18N2O5
Method: DFT, ωB97M-V/def2-TZVPD

Properties
F_max (hartree/bohr): 0.0418
Total energy (eV): -17657.5750
Lowest unoccupied orbital energy (eV): 0.52
Net charge: 0
Structure (SMILES): CN[C@H](C)C(N)=O.O.O.O.O
M (g mol⁻¹): 174.20
Energy above the lowest of the compared OMol25 structures with the same formula, charge and spin (kJ/mol): 172.9
HOMO (eV): -9.344

Last column: natural (NBO) charge in e.
Element x y z (Å)
O -2.16017 1.70036 0.39663  -0.63
O 2.04088 -2.24065 -1.59525  -0.97
O 0.86025 -0.70415 -3.98660  -0.92
O -1.87751 -0.69599 2.34108  -1.00
O 1.08937 -1.95520 2.71109  -0.94
N -0.34290 -0.38301 -0.03834  -0.68
N -0.62278 3.31861 0.15758  -0.84
C 1.16088 1.06078 1.27228  -0.61
C -1.02262 -0.55795 -1.30279  -0.44
C 0.16070 0.98320 0.07934  -0.14
C -0.98928 1.98995 0.26815  0.67
H 0.71295 1.20846 -0.83304  0.21
H 1.24061 -2.79431 2.22430  0.47
H -0.98073 -0.66699 0.69782  0.41
H 1.98523 -3.17991 -1.80207  0.48
H -1.23408 -1.54419 -1.71358  0.20
H 2.08085 0.58853 0.91116  0.23
H 0.86897 -0.22514 -3.15097  0.46
H -2.04653 -0.14852 -1.40882  0.20
H -0.49025 -0.05548 -2.10172  0.18
H 0.48767 -1.50346 2.11085  0.47
H -2.47441 0.00580 2.03368  0.52
H 0.82404 0.37157 2.03805  0.22
H 0.26641 3.62358 0.48595  0.39
H -1.59464 -0.78173 3.24488  0.50
H -1.35302 4.01155 0.06068  0.40
H 1.40180 2.06084 1.60889  0.20
H 1.30488 -1.90676 -1.06451  0.49
H 0.70344 -1.57981 -3.64473  0.47